DFT (wB97M-V/def2-TZVPD) results for 9 unconnected molecules or ions with the total composition C64H61ClF3NO24P2S at a distorted geometry.

As for the HOMO-LUMO gap: 0.2847 hartree. The value obtained for the HOMO energy is -9.64 eV. The total charge is 0. The spin multiplicity is 1. The SMILES is C[C@@H](Cl)C[C@H](O[C@@H](COO)PP(=O)(O)O)[C@@H](N=C=S)O[C@H](CCCCO)CCC(F)(F)F.O=C1C=CC(=O)C=C1.O=C1C=CC(=O)C=C1.O=C1C=CC(=O)C=C1.O=C1C=CC(=O)C=C1.O=C1C=CC(=O)C=C1.O=C1C=CC(=O)C=C1.O=C1C=CC(=O)C=C1.O=C1C=CC(=O)C=C1. The LUMO energy comes out at -1.897 eV.

Each line ends with the Mulliken charge.
Atoms and positions in Å:
C 6.384 5.000 3.771  -1.522
C 5.515 3.750 3.821  1.396
Cl 4.513 3.788 5.303  -0.209
C 4.629 3.688 2.588  -2.140
C 3.700 2.459 2.511  1.121
O 4.303 1.531 1.621  -0.417
C 4.151 0.145 1.833  0.554
C 3.581 -0.501 0.570  -0.845
O 2.170 -0.568 0.670  -0.254
O 1.585 -0.219 -0.579  -0.385
P 5.839 -0.666 2.045  0.010
P 6.790 0.213 3.785  0.857
O 7.670 1.296 3.346  -0.655
O 7.642 -0.990 4.434  -0.524
O 5.768 0.653 4.947  -0.513
C 2.360 2.949 1.933  -0.915
N 2.623 3.273 0.493  -0.593
C 1.877 4.102 0.015  0.650
S 0.905 5.159 -0.598  -0.409
O 1.322 2.021 1.886  0.103
C 0.893 1.499 3.134  0.692
C -0.405 0.680 2.855  -1.014
C -1.071 0.953 1.507  0.048
C -2.536 0.478 1.462  -0.148
C -3.433 1.282 2.425  0.170
O -4.116 0.465 3.375  -0.638
C 0.611 2.586 4.180  -1.158
C -0.330 3.689 3.682  -0.549
C -1.408 4.058 4.677  0.721
F -2.446 4.646 4.028  -0.283
F -1.937 2.982 5.292  -0.240
F -0.982 4.917 5.612  -0.321
H 7.060 5.051 4.622  0.395
H 7.017 4.916 2.883  0.363
H 5.789 5.906 3.667  0.378
H 6.202 2.909 3.805  -0.260
H 4.015 4.593 2.594  0.461
H 5.219 3.712 1.673  0.433
H 3.546 2.047 3.511  0.549
H 3.517 -0.111 2.685  0.127
H 4.025 -1.488 0.391  0.216
H 3.892 0.132 -0.263  0.472
H 1.670 0.750 -0.639  0.233
H 5.486 -1.957 2.490  0.060
H 7.322 -1.175 5.327  0.327
H 4.966 0.116 4.966  0.323
H 2.067 3.882 2.421  0.310
H 1.617 0.807 3.579  -0.137
H -1.110 0.945 3.648  0.370
H -0.221 -0.389 2.967  0.438
H -0.525 0.407 0.736  0.064
H -1.074 2.007 1.232  0.356
H -2.878 0.703 0.448  0.465
H -2.634 -0.594 1.650  -0.368
H -2.809 1.994 2.978  -0.507
H -4.160 1.873 1.871  0.545
H -3.534 -0.280 3.558  0.353
H 1.550 3.020 4.538  0.060
H 0.190 2.075 5.045  0.965
H -0.835 3.437 2.754  0.205
H 0.251 4.597 3.513  0.457
O -4.994 -6.588 0.380  -0.611
C -4.499 -5.603 0.889  0.299
C -5.331 -4.438 1.281  -0.515
C -4.775 -3.366 1.837  -0.177
C -3.317 -3.294 2.079  0.292
O -2.834 -2.293 2.577  -0.558
C -2.485 -4.455 1.689  -0.365
C -3.035 -5.535 1.136  -0.399
H -6.392 -4.511 1.091  0.434
H -5.352 -2.499 2.134  0.546
H -1.424 -4.373 1.872  0.445
H -2.459 -6.396 0.837  0.510
O 10.037 -3.113 -3.544  -0.548
C 9.114 -3.119 -2.760  0.236
C 8.744 -1.901 -1.995  -0.565
C 7.731 -1.908 -1.132  -0.115
C 6.929 -3.135 -0.904  0.516
O 6.003 -3.138 -0.116  -0.468
C 7.296 -4.354 -1.663  -0.332
C 8.309 -4.345 -2.525  -0.501
H 9.343 -1.018 -2.179  0.448
H 7.444 -1.034 -0.561  0.400
H 6.700 -5.236 -1.473  0.479
H 8.597 -5.221 -3.092  0.431
O -4.406 -4.191 -5.941  -0.557
C -4.997 -4.204 -4.882  0.258
C -4.736 -5.258 -3.869  -0.483
C -5.383 -5.279 -2.707  -0.315
C -6.394 -4.243 -2.378  0.374
O -6.991 -4.252 -1.320  -0.524
C -6.660 -3.188 -3.387  -0.003
C -6.010 -3.173 -4.549  -0.410
H -3.995 -6.002 -4.134  0.440
H -5.211 -6.041 -1.957  0.490
H -7.401 -2.439 -3.118  0.374
H -6.184 -2.413 -5.300  0.438
O -8.028 -0.538 -2.701  -0.580
C -9.137 -0.184 -2.352  0.613
C -9.501 1.252 -2.295  -0.437
C -10.714 1.639 -1.910  -0.404
C -11.752 0.650 -1.522  0.288
O -12.857 1.002 -1.173  -0.538
C -11.383 -0.788 -1.578  -0.409
C -10.171 -1.174 -1.964  -0.292
H -8.729 1.955 -2.582  0.430
H -11.004 2.681 -1.860  0.409
H -12.153 -1.492 -1.289  0.418
H -9.880 -2.217 -2.010  0.428
O 1.856 2.078 -2.263  -0.340
C 1.604 2.005 -3.449  0.213
C 0.612 2.913 -4.075  -0.287
C 0.335 2.836 -5.374  -0.537
C 1.007 1.838 -6.244  0.370
O 0.760 1.768 -7.430  -0.574
C 1.996 0.930 -5.613  -0.433
C 2.274 1.008 -4.316  -0.240
H 0.138 3.632 -3.418  0.370
H -0.383 3.487 -5.856  0.425
H 2.474 0.211 -6.264  0.424
H 2.995 0.359 -3.835  0.519
O 4.643 -7.844 -0.507  -0.547
C 3.531 -7.433 -0.257  0.357
C 3.227 -5.979 -0.254  -0.272
C 2.002 -5.532 0.014  -0.658
C 0.897 -6.470 0.325  0.217
O -0.225 -6.071 0.568  -0.368
C 1.202 -7.922 0.329  -0.362
C 2.423 -8.370 0.057  -0.469
H 4.053 -5.319 -0.479  0.459
H 1.756 -4.477 0.021  0.754
H 0.378 -8.585 0.560  0.435
H 2.669 -9.424 0.049  0.404
O 5.007 1.078 -6.372  -0.537
C 5.072 1.849 -7.308  0.572
C 6.123 2.895 -7.362  -0.421
C 6.199 3.746 -8.381  -0.361
C 5.234 3.685 -9.509  0.323
O 5.305 4.460 -10.437  -0.544
C 4.183 2.639 -9.454  -0.403
C 4.108 1.787 -8.435  -0.208
H 6.815 2.921 -6.529  0.410
H 6.956 4.517 -8.440  0.407
H 3.488 2.613 -10.284  0.429
H 3.346 1.020 -8.382  0.348
O -6.432 4.584 2.755  -0.571
C -6.595 4.421 3.946  0.267
C -5.444 4.268 4.870  -0.120
C -5.629 4.087 6.175  -0.250
C -6.989 4.032 6.763  0.264
O -7.159 3.869 7.952  -0.552
C -8.141 4.187 5.837  -0.404
C -7.958 4.367 4.533  -0.425
H -4.461 4.309 4.426  0.487
H -4.804 3.970 6.866  0.475
H -9.125 4.143 6.287  0.406
H -8.783 4.482 3.840  0.417



DFT (wB97M-V/def2-TZVPD) results for a single C3H5N3 molecule at a distorted geometry.

As for the relative energy (zero: lowest compared OMol25 entry of this formula, charge and spin): 85.7 kJ/mol. As for the HOMO-LUMO gap: 0.3961 hartree. The value obtained for the HOMO energy is -9.73 eV. The total charge is 0. The spin multiplicity is 1. The SMILES is Cc1nc[nH]n1. The LUMO energy comes out at 1.046 eV.

Each line ends with the natural charge from an NBO analysis.
Atoms and positions in Å:
C -1.934 0.092 -0.014  -0.632
C -0.343 0.026 -0.105  0.307
N 0.346 -0.108 1.130  -0.484
C 1.606 -0.070 0.711  0.156
N 1.657 -0.029 -0.685  -0.365
N 0.434 0.003 -1.131  -0.291
H -2.022 0.083 1.030  0.231
H -2.349 1.026 -0.434  0.223
H -2.326 -0.771 -0.477  0.222
H 2.549 -0.307 1.362  0.215
H 2.380 0.055 -1.386  0.420



DFT (wB97M-V/def2-TZVPD) results for a molecular structure, C23H29BrNORuS4Sb2.

As for the HOMO-LUMO gap (spin up / spin down): 0.2595 / 0.2235 hartree. Its expectation value of S² is 8.785. The value obtained for the HOMO energy (spin up / spin down) is -6.82 / -7.21 eV. The total charge is 0. The spin multiplicity is 6. The LUMO energy (spin up / spin down) comes out at 0.241 / -1.127 eV.

Each line ends with the natural charge from an NBO analysis.
Atoms and positions in Å:
Ru -0.515 -0.587 -1.206  0.337
O -2.254 -7.044 -0.167  -0.644
C -1.961 -5.747 -0.414  0.360
C -2.435 -4.699 0.372  -0.344
C -2.069 -3.417 0.023  0.078
N -1.281 -3.113 -1.014  -0.525
C -0.869 -4.129 -1.755  0.182
Br 0.161 -3.749 -3.286  0.117
C -1.165 -5.461 -1.510  -0.330
H -2.826 -7.106 0.605  0.485
H -3.080 -4.872 1.223  0.222
H -2.438 -2.570 0.587  0.214
H -0.800 -6.244 -2.154  0.250
C -1.159 -1.529 2.753  -1.014
Sb -0.271 -0.169 1.376  1.325
C 1.678 -0.137 2.197  -1.005
C -1.007 1.617 2.328  -0.760
C -0.128 2.826 2.186  -0.061
C 0.898 3.010 3.113  -0.196
C 1.765 4.086 3.042  -0.220
C 1.604 5.020 2.029  -0.209
C 0.573 4.865 1.119  -0.205
C -0.304 3.782 1.177  -0.029
C -1.374 3.668 0.142  -0.771
Sb -0.708 2.481 -1.531  1.149
C -2.316 3.013 -2.814  -0.998
C 0.691 3.895 -2.319  -1.007
H -0.873 -1.242 3.763  0.229
H -0.818 -2.544 2.557  0.236
H -2.244 -1.494 2.661  0.232
H 1.619 0.066 3.264  0.223
H 2.260 0.641 1.706  0.248
H 2.152 -1.098 2.018  0.250
H -1.038 1.314 3.377  0.231
H -2.034 1.785 2.009  0.239
H 1.010 2.291 3.915  0.203
H 2.551 4.198 3.776  0.215
H 2.266 5.872 1.957  0.215
H 0.432 5.606 0.342  0.209
H -1.635 4.646 -0.261  0.232
H -2.286 3.204 0.518  0.232
H -2.345 4.100 -2.887  0.220
H -3.247 2.637 -2.395  0.240
H -2.170 2.579 -3.800  0.248
H 0.249 4.890 -2.318  0.221
H 0.916 3.602 -3.344  0.239
H 1.611 3.901 -1.740  0.234
S -2.947 -0.117 -0.866  -0.314
S -2.962 -1.032 -2.633  -0.022
S -1.447 0.044 -4.750  -0.155
S 0.094 -0.224 -3.565  -0.142
C 4.036 -2.377 -0.769  -0.231
C 3.804 -1.210 -1.477  -0.226
C 2.516 -0.701 -1.592  -0.204
C 1.417 -1.326 -0.998  -0.242
C 1.688 -2.486 -0.258  -0.282
C 2.965 -3.015 -0.158  -0.209
H 5.036 -2.783 -0.689  0.211
H 4.628 -0.694 -1.953  0.211
H 2.381 0.211 -2.165  0.203
H 0.881 -3.007 0.249  0.200
H 3.128 -3.926 0.404  0.208



DFT (wB97M-V/def2-TZVPD) results for 2 unconnected molecules or ions with the total composition C10H10Cl2FN at a distorted geometry.

As for the HOMO-LUMO gap (spin up / spin down): 0.2705 / 0.2654 hartree. The value obtained for the HOMO energy (spin up / spin down) is -7.97 / -7.84 eV. The total charge is 0. The spin multiplicity is 1. The LUMO energy (spin up / spin down) comes out at -0.611 / -0.613 eV.

Each line ends with the natural charge from an NBO analysis.
Atoms and positions in Å:
C 1.568 0.905 0.674  -0.168
C 0.869 -0.711 -0.999  -0.159
C 2.628 1.192 -0.129  -0.267
C 2.083 -0.485 -1.672  -0.264
C 0.664 -0.080 0.242  -0.160
C 2.772 0.635 -1.346  0.390
C -2.113 0.314 -0.957  0.261
C -1.135 -1.724 1.073  -0.704
C -1.467 0.648 1.725  -0.337
C -0.629 -0.338 0.891  0.183
N -2.933 -0.516 -1.231  -0.693
F 3.873 0.968 -2.105  -0.334
Cl -1.621 1.867 -1.520  -0.009
Cl -0.596 0.955 3.496  -0.203
H 1.525 1.475 1.563  0.238
H 0.112 -1.335 -1.434  0.226
H 3.351 1.965 0.147  0.230
H 2.361 -0.870 -2.638  0.231
H -2.022 -1.703 0.482  0.254
H -0.385 -2.327 0.581  0.216
H -1.294 -2.051 2.032  0.233
H -2.466 0.200 1.829  0.226
H -1.512 1.601 1.174  0.226
H -3.632 -0.587 -1.877  0.384



DFT (wB97M-V/def2-TZVPD) results for 3 unconnected molecules or ions with the total composition C6H18O2 at a distorted geometry.

As for the relative energy (zero: lowest compared OMol25 entry of this formula, charge and spin): 156.3 kJ/mol. As for the HOMO-LUMO gap: 0.4194 hartree. The value obtained for the HOMO energy is -10.79 eV. The total charge is 0. The spin multiplicity is 1. The SMILES is CCCC(C)C.O.O. The LUMO energy comes out at 0.623 eV.

Each line ends with the natural charge from an NBO analysis.
Atoms and positions in Å:
C 1.683 -1.022 -1.667  -0.615
C 1.768 -0.298 -0.267  -0.408
C 0.833 -0.967 0.713  -0.401
C -0.325 -0.088 1.185  -0.216
C -1.359 -0.957 1.971  -0.621
C 0.071 1.146 2.002  -0.645
H 2.440 -0.800 -2.441  0.215
H 1.399 -2.083 -1.566  0.203
H 0.834 -0.497 -2.119  0.208
H 1.436 0.749 -0.552  0.191
H 2.770 -0.274 0.156  0.207
H 1.444 -1.328 1.591  0.209
H 0.518 -2.012 0.365  0.203
H -0.850 0.269 0.275  0.167
H -1.215 -2.052 1.979  0.217
H -2.213 -1.001 1.341  0.202
H -1.713 -0.520 2.884  0.215
H 0.041 2.065 1.416  0.226
H -0.310 1.142 3.030  0.223
H 1.159 1.360 2.000  0.221
O -2.192 -0.578 -1.769  -0.952
H -1.857 -0.581 -0.816  0.473
H -2.667 -1.398 -1.953  0.476
O -0.776 3.591 -2.684  -0.927
H -0.326 2.938 -3.254  0.466
H -0.591 3.197 -1.819  0.462



| no. | E_tot (Ha) |
| --- | --- |
| 1 | -6176.27606 |
| 2 | -281.55739 |
| 3 | -5765.88084 |
| 4 | -1461.91179 |
| 5 | -389.81213 |